(1)
Density functional theory data (wB97M-V/def2-TZVPD) for a molecular structure, C4H3Li2O2Y at a distorted geometry.

Structure (ORCA input):
```
! RIJCOSX wB97M-V def2-TZVPD def2/J DEFGRID3
* xyz 3 2
C 0.6411 1.3782 0.2296
O 1.7112 1.0265 0.6942
Li 2.9941 2.0533 1.6928
Y -1.4073 -1.9277 -0.2048
C -1.9991 1.3773 0.8500
C -1.6178 0.4168 0.0111
C -0.2099 0.5158 -0.6575
O 0.3252 -0.7670 -0.8058
Li 2.0270 -0.9544 -0.1885
H -0.6561 1.9002 1.1886
H -0.3265 1.0566 -1.6151
H -2.7260 2.1509 0.5776
*
```

Energy   -356.8655 a.u.
HOMO level (alpha / beta)   -18.44 / -20.16 eV
Expectation value of S²   0.79

(2)
Density functional theory data (wB97M-V/def2-TZVPD) for a gas-phase ion, C2H3N3S (charge +2) at a distorted geometry.

Structure (ORCA input):
```
! RIJCOSX wB97M-V def2-TZVPD def2/J DEFGRID3
* xyz 2 3
C 1.3536 -0.6202 0.0498
C -1.4251 0.0218 -0.0383
N 0.3289 -1.4237 -0.1656
N -0.8085 -1.0409 -0.1048
N 1.1902 0.6233 -0.2406
S -2.8071 0.8633 -0.1140
H 2.2423 -1.2298 0.1648
H 2.1151 1.1056 -0.1843
H -2.1895 1.7006 0.6331
*
```

Energy   -639.4436 a.u.
HOMO level (alpha / beta)   -21.14 / -22.12 eV
Expectation value of S²   2.06

(3)
Density functional theory data (wB97M-V/def2-TZVPD) for 2 unconnected molecules or ions with the total composition C5H9ClN2O at a distorted geometry.

Structure (ORCA input):
```
! RIJCOSX wB97M-V def2-TZVPD def2/J DEFGRID3
* xyz 0 1
N -1.7976 1.9362 -0.2594
N -2.9440 1.3082 -0.0216
C -2.9609 0.0366 0.2623
Cl -4.5329 -0.6452 0.4354
H -0.9064 1.5117 -0.3431
H -1.7672 2.8373 -0.7659
H -2.2144 -0.7024 0.4178
C -0.3877 -2.0571 -0.6032
C 0.1012 -0.9530 -0.5378
O 0.6215 0.2058 -0.4399
C 1.7551 0.4835 0.4914
C 2.8341 -0.6192 0.2049
H -0.7166 -2.9897 -0.8511
H 2.1895 1.5879 0.1710
H 1.4656 0.3698 1.5168
H 3.7418 -0.2848 0.7724
H 2.3138 -1.5705 0.3748
H 3.2052 -0.4553 -0.8247
*
```

Energy   -840.6771 a.u.
SMILES string   N/N=C/Cl.C#COCC
HOMO level   -8.16 eV

(4)
Density functional theory data (wB97M-V/def2-TZVPD) for a molecular structure, C25H55FeNO2Si2 at a distorted geometry.

Structure (ORCA input):
```
! RIJCOSX wB97M-V def2-TZVPD def2/J DEFGRID3
* xyz 1 6
O -0.9819 -2.4241 -1.5902
O -2.0133 -0.3731 -2.8126
C 0.2927 -3.0573 -1.4358
C 0.6921 -3.5237 -0.0495
H 1.0356 -2.3381 -1.8248
H 0.2883 -3.9082 -2.1369
H 0.7910 -2.6851 0.6540
H 1.6689 -4.0097 -0.1258
H -0.0082 -4.2714 0.3387
C -1.8960 -2.3303 -0.4791
C -3.2131 -2.9516 -0.8627
H -2.0248 -1.2599 -0.2463
H -1.4757 -2.7952 0.4280
H -3.6510 -2.4405 -1.7293
H -3.8974 -2.8648 -0.0125
H -3.0864 -4.0163 -1.1001
C -3.2316 0.3678 -2.9423
C -1.6918 -1.0951 -4.0150
C -3.7022 0.8036 -1.5787
H -3.9915 -0.2750 -3.4175
H -3.0633 1.2426 -3.5963
H -3.9694 -0.0603 -0.9524
H -4.6048 1.4126 -1.7036
H -2.9528 1.4068 -1.0475
C -2.5070 -2.3478 -4.1802
H -0.6198 -1.3230 -3.9505
H -1.8452 -0.4345 -4.8855
H -2.2863 -3.0450 -3.3670
H -2.2357 -2.8098 -5.1338
H -3.5809 -2.1341 -4.2059
H -0.7186 -0.4702 -1.4933
Fe 0.9904 0.9029 1.5794
C -0.0486 0.3004 -0.8959
Si 0.8636 1.3378 -2.2130
H -0.7515 0.9268 -0.3362
H 0.5910 -0.3045 -0.2238
C 1.9776 0.1517 -3.1578
C 1.8046 2.8376 -1.5751
C -0.3958 2.1130 -3.3771
C 2.6866 0.0995 0.8470
Si 3.8265 1.3369 1.6567
H 2.6880 0.1230 -0.2575
H 2.9158 -0.9418 1.1417
C 4.9465 2.1477 0.3830
C 4.9341 0.4920 2.9178
C 2.7104 2.6372 2.4560
H 0.0920 2.9384 -3.9192
H -1.2602 2.5295 -2.8335
H -0.7666 1.3870 -4.1136
H 2.9296 -0.0126 -2.6336
H 2.2027 0.5801 -4.1452
H 1.4990 -0.8258 -3.3133
H 2.4473 2.6528 -0.7061
H 1.0842 3.6282 -1.3151
H 2.4428 3.2146 -2.3897
H 5.2574 -0.4901 2.5418
H 4.4457 0.3395 3.8891
H 5.8384 1.0934 3.0904
H 2.8108 2.5939 3.5470
H 1.6136 2.6567 2.2087
H 3.0917 3.6107 2.1219
H 5.8823 2.4768 0.8572
H 4.4832 3.0216 -0.0917
H 5.2069 1.4274 -0.4046
C 0.4660 0.7528 4.5277
N 0.6497 -0.1979 3.4025
C 1.6729 -1.1924 3.7867
C -0.6601 -0.8842 3.1298
C -1.5909 0.1250 2.5301
C -2.9826 -0.0490 2.6244
C -3.8226 1.0029 2.2417
C -3.2667 2.1868 1.7502
C -1.8715 2.2944 1.5504
C -1.0350 1.2503 1.9199
H 1.4247 1.2261 4.7746
H 0.0992 0.1993 5.4089
H -0.2566 1.5329 4.2691
H 1.3738 -1.6735 4.7356
H 1.7694 -1.9569 3.0029
H 2.6467 -0.7000 3.9224
H -0.4899 -1.7514 2.4634
H -1.0532 -1.2915 4.0820
H -3.3642 -0.9880 3.0362
H -4.9065 0.8952 2.3392
H -3.9118 3.0375 1.5029
H -1.4508 3.2101 1.1179
*
```

Energy   -3033.1536 a.u.
HOMO level (alpha / beta)   -11.47 / -11.59 eV
Expectation value of S²   8.77

Which ΔE to the lowest compared entry with this formula, charge and spin belongs to each record? In order, 72.34 273.26 379.44 0.53 kJ/mol.